C39H44F10N6OY as an isolated structure in a non-equilibrium geometry, computed with wB97M-V/def2-TZVPD.

Last column: Löwdin charge in e.
CARTESIAN COORDINATES (ANGSTROEM)
Y  -0.513  0.139  0.719  1.612
C  -1.466  -1.265  4.117  -0.085
N  -1.714  -0.043  3.348  -0.238
C  -1.144  1.112  4.065  -0.181
C  0.292  1.341  3.632  -0.232
N  0.387  1.743  2.226  -0.112
C  0.675  3.048  1.968  -0.198
C  0.488  4.182  2.790  -0.134
F  -0.174  4.079  3.959  0.086
C  0.896  5.451  2.421  -0.149
F  0.695  6.467  3.256  0.132
C  1.485  5.694  1.192  -0.153
F  1.864  6.922  0.839  0.124
C  1.646  4.626  0.329  -0.153
F  2.197  4.802  -0.876  0.113
C  1.257  3.371  0.730  -0.159
F  1.444  2.329  -0.114  0.026
C  -3.160  0.119  3.166  -0.204
C  -3.481  1.132  2.087  -0.236
N  -2.904  0.677  0.825  -0.100
C  -3.482  1.133  -0.316  -0.230
C  -3.368  0.348  -1.478  -0.181
F  -2.823  -0.885  -1.320  0.025
C  -3.812  0.708  -2.724  -0.151
F  -3.601  -0.110  -3.769  0.100
C  -4.492  1.899  -2.891  -0.152
F  -4.937  2.272  -4.091  0.121
C  -4.712  2.682  -1.769  -0.147
F  -5.373  3.829  -1.896  0.132
C  -4.238  2.310  -0.523  -0.139
F  -4.434  3.176  0.484  0.095
H  -2.064  -1.287  5.037  0.101
H  -0.415  -1.323  4.392  0.075
H  -1.726  -2.140  3.518  0.073
H  -1.198  0.963  5.152  0.133
H  -1.715  2.007  3.828  0.108
H  0.844  0.407  3.747  0.083
H  0.758  2.070  4.293  0.118
H  -3.646  0.416  4.106  0.133
H  -3.571  -0.851  2.872  0.112
H  -3.125  2.124  2.380  0.105
H  -4.570  1.198  2.013  0.127
O  1.169  -1.407  2.395  -0.166
C  1.374  -2.742  2.868  -0.226
C  2.057  -3.627  1.832  -0.143
C  1.369  -3.512  0.459  -0.151
C  -0.115  -3.714  0.576  -0.307
C  -0.625  -5.004  0.698  -0.008
C  -1.986  -5.191  0.867  -0.033
C  -2.809  -4.076  0.914  -0.033
C  -2.233  -2.827  0.784  -0.148
N  -0.914  -2.636  0.611  0.061
H  2.031  -1.025  2.192  0.075
H  0.384  -3.132  3.100  0.106
H  1.949  -2.725  3.797  0.132
H  2.037  -4.659  2.188  0.122
H  3.104  -3.331  1.723  0.119
H  1.795  -4.260  -0.212  0.124
H  1.573  -2.525  0.060  0.047
H  0.048  -5.851  0.668  0.124
H  -2.395  -6.188  0.966  0.119
H  -3.877  -4.176  1.048  0.118
H  -2.838  -1.926  0.810  0.086
C  4.001  1.815  -2.023  -0.013
C  4.386  0.844  -0.895  -0.570
C  5.004  1.611  0.286  -0.016
C  5.356  -0.225  -1.422  -0.031
C  3.183  0.174  -0.412  -0.108
N  2.234  -0.352  -0.034  0.200
H  4.914  2.248  -2.432  0.101
H  3.366  2.619  -1.659  0.073
H  3.466  1.299  -2.821  0.078
H  5.878  2.162  -0.062  0.099
H  5.320  0.928  1.076  0.093
H  4.289  2.324  0.698  0.088
H  6.265  0.264  -1.771  0.097
H  4.915  -0.773  -2.256  0.087
H  5.626  -0.936  -0.640  0.090
C  -1.432  -2.939  -2.857  0.020
N  -0.092  -2.590  -3.401  -0.149
C  -0.233  -2.186  -4.823  0.007
C  0.694  -1.624  -2.504  -0.090
C  0.394  -0.151  -2.644  -0.280
C  0.899  0.500  -3.776  -0.094
C  0.645  1.839  -3.998  -0.075
C  -0.124  2.530  -3.075  -0.063
C  -0.534  1.898  -1.912  -0.147
C  -0.263  0.546  -1.610  -0.221
H  -1.797  -3.834  -3.357  0.114
H  -2.114  -2.117  -3.047  0.090
H  -1.373  -3.116  -1.787  0.075
H  0.460  -3.444  -3.387  0.174
H  -0.708  -1.211  -4.869  0.104
H  -0.857  -2.916  -5.335  0.109
H  0.738  -2.145  -5.310  0.107
H  1.746  -1.823  -2.720  0.135
H  0.471  -1.935  -1.489  0.065
H  1.525  -0.035  -4.484  0.107
H  1.046  2.336  -4.872  0.110
H  -0.371  3.571  -3.247  0.114
H  -1.092  2.506  -1.198  0.100

Summary:
LUMO = -2.699 eV
maximum force = 1.949 eV Å⁻¹
net charge = +1